Entry from the OMol25 dataset: a molecular structure, C16H48CrKO26P2V at a distorted geometry (ωB97M-V/def2-TZVPD).

Computed properties:
Net charge ... -2
Maximum force ... 4.99 eV Å⁻¹
DFT total energy ... -159625.4476 eV
E_HOMO (spin up / spin down) ... -0.86 / -2.35 eV
Spin multiplicity ... 5

Element x y z (Å)
K (-1.66247, 2.17626, 1.73498)
Cr (-2.10050, -1.04969, -1.19660)
O (3.11468, 2.43448, 0.41605)
V (2.61152, 0.91776, 0.39226)
O (3.95339, -0.07379, 0.59346)
P (-4.42417, -0.68525, -1.63183)
O (-3.31931, -0.62415, -2.69257)
O (-3.62837, 0.16082, -0.63053)
O (-3.80532, -2.04764, -1.12994)
O (-5.74448, -0.34797, -2.28819)
P (0.11416, 0.19635, -0.27196)
O (0.58655, 1.66122, -0.00082)
O (1.30443, -0.76223, 0.04803)
O (-0.50294, -0.11262, -1.64295)
O (-1.24700, -0.28980, 0.36143)
C (3.92646, 1.51925, -2.76706)
C (3.41366, 2.64557, -3.59313)
O (3.00633, 3.79438, -2.89366)
O (2.88149, 0.98122, -2.00442)
H (4.72788, 1.86935, -2.11646)
H (4.42310, 0.73889, -3.34366)
H (2.48983, 2.32158, -4.07237)
H (4.14965, 2.88916, -4.35935)
H (2.06261, 3.78705, -2.71779)
H (2.18647, 0.73040, -2.61731)
C (-0.04126, 4.48768, -1.50784)
C (0.67392, 4.89181, -0.17473)
O (0.35303, 4.00380, 0.91428)
O (0.53203, 3.23035, -2.02693)
H (0.05447, 5.33007, -2.19291)
H (-1.10902, 4.38432, -1.31470)
H (0.39811, 5.88880, 0.16884)
H (1.75836, 4.97051, -0.25152)
H (0.53740, 3.08781, 0.69391)
H (0.58278, 2.66025, -1.25621)
C (2.53477, -3.85326, 1.03829)
C (3.52326, -3.21523, -0.04096)
O (2.82440, -2.60455, -1.09418)
O (1.91519, -2.79343, 1.77650)
H (3.08461, -4.50123, 1.72087)
H (1.91049, -4.55312, 0.48281)
H (4.15066, -3.94621, -0.55101)
H (4.21158, -2.64140, 0.57956)
H (2.21156, -1.98566, -0.69042)
H (1.64102, -2.11309, 1.15716)
C (-6.07858, -0.75913, 1.91778)
C (-4.57145, -0.53871, 2.28597)
O (-4.29185, 0.74111, 1.71296)
O (-6.98002, -0.01756, 2.78522)
H (-6.35842, -1.81259, 1.91441)
H (-6.31059, -0.34719, 0.93564)
H (-4.00656, -1.37016, 1.86445)
H (-4.46174, -0.55242, 3.37034)
H (-4.09386, 0.52057, 0.79984)
H (-6.59086, 0.85999, 2.77730)
C (2.58663, 1.13883, 3.66657)
C (1.71108, 1.89608, 4.72258)
O (1.22266, 1.06591, 5.85237)
O (1.85475, 0.59028, 2.52130)
H (3.13463, 0.34655, 4.17656)
H (3.32572, 1.85401, 3.30551)
H (0.81534, 2.33984, 4.28803)
H (2.31552, 2.66306, 5.20683)
H (0.92716, 1.76608, 6.43892)
H (1.41587, -0.16811, 2.91351)
C (-1.05591, -4.06428, -1.07165)
C (-0.56789, -3.51656, -2.43045)
O (-1.36041, -2.46109, -2.82072)
O (-1.16504, -2.96783, -0.20260)
H (-0.41294, -4.80344, -0.59380)
H (-2.04600, -4.49017, -0.90907)
H (-0.70188, -4.34639, -3.12437)
H (0.49298, -3.27080, -2.38283)
H (-1.52156, -2.50151, -3.76623)
H (-0.98661, -3.40124, 0.63521)
C (-0.83569, 1.27540, -4.69754)
C (0.35163, 0.31837, -4.97377)
O (0.89491, -0.10075, -3.70999)
O (-0.53451, 2.64241, -4.45756)
H (-1.46554, 0.84647, -3.91819)
H (-1.63312, 1.39126, -5.43157)
H (1.06427, 0.89451, -5.56395)
H (-0.07649, -0.57440, -5.42958)
H (0.21963, -0.15414, -3.02974)
H (-0.08702, 2.60013, -3.60929)
C (-1.02105, -1.73964, 3.46414)
C (0.01932, -2.28848, 4.46141)
O (0.09675, -1.60655, 5.68695)
O (-0.57836, -0.57195, 2.86778)
H (-2.00097, -1.49600, 3.87461)
H (-1.14367, -2.43128, 2.63064)
H (0.99920, -2.43049, 4.00559)
H (-0.44923, -3.23792, 4.72047)
H (0.39974, -0.74395, 5.39417)
H (-0.72501, -0.54496, 1.91943)

---

Entry from the OMol25 dataset: 9 unconnected molecules or ions with the total composition C16H48NO11 at a distorted geometry (ωB97M-V/def2-TZVPD).

Computed properties:
Energy above the lowest of the compared OMol25 structures with the same formula, charge and spin ... 10.998 eV
Net charge ... -1
Maximum force ... 16.28 eV Å⁻¹
DFT total energy ... -41370.6391 eV
E_HOMO ... -6.92 eV

Element x y z (Å)
N (0.05162, 0.16259, -0.04780)
O (1.10666, 0.78941, 0.17117)
O (-0.98416, 0.84981, -0.44209)
O (0.15372, -1.03065, -0.30009)
C (-0.23670, -5.68894, 0.87762)
C (0.07195, -4.24579, 0.87618)
O (-0.90540, -3.56282, 0.12009)
H (0.54986, -6.22647, 1.53259)
H (-0.18370, -6.12804, -0.10948)
H (-0.96661, -5.96021, 1.23878)
H (1.16089, -3.82401, 0.53657)
H (-0.04005, -3.76321, 1.85578)
H (-0.46874, -2.72082, 0.18551)
C (-4.86513, -1.70744, -1.16106)
C (-3.45198, -1.08886, -0.93882)
O (-3.74210, 0.13136, -0.21592)
H (-5.69324, -1.12539, -1.50891)
H (-5.23797, -2.25887, -0.30071)
H (-4.83628, -2.56105, -1.94328)
H (-2.92162, -0.78490, -1.93373)
H (-2.86705, -1.99488, -0.32041)
H (-2.92890, 0.36886, 0.13211)
C (5.10751, 2.12852, -2.08892)
C (4.12814, 2.16485, -0.82618)
O (2.95000, 2.57110, -1.16203)
H (4.80217, 2.88401, -2.59817)
H (4.74749, 1.13863, -2.76444)
H (6.19255, 1.89199, -1.69154)
H (4.61324, 2.66115, -0.11009)
H (3.88890, 1.20939, -0.51203)
H (2.39909, 2.05135, -0.53657)
C (0.99143, 4.76532, 2.68639)
C (0.80636, 3.75431, 1.57299)
O (0.33048, 2.47974, 1.99855)
H (1.02636, 5.74167, 2.26307)
H (1.95580, 4.60230, 3.37149)
H (0.28203, 4.68938, 3.24603)
H (1.72028, 3.65169, 0.97311)
H (0.04752, 4.13339, 1.04642)
H (0.81857, 1.85640, 1.48453)
C (-3.21419, 2.35931, -3.54069)
C (-3.03001, 3.12588, -2.27378)
O (-1.73449, 3.05047, -1.75939)
H (-2.39304, 2.58620, -4.26740)
H (-4.22137, 2.56072, -3.98857)
H (-3.11635, 1.30859, -3.46752)
H (-3.77417, 2.66350, -1.71793)
H (-3.31638, 4.23338, -2.18398)
H (-1.68097, 2.24527, -1.50684)
C (-2.45362, -1.06108, 2.88894)
C (-1.58184, -1.84118, 3.90183)
O (-2.35222, -2.15644, 5.13532)
H (-3.28409, -1.76285, 2.69423)
H (-1.83163, -1.17526, 1.91875)
H (-2.76896, -0.06207, 3.22445)
H (-0.85365, -1.32402, 4.49460)
H (-1.27895, -2.81929, 3.44680)
H (-1.84087, -2.77578, 5.58326)
C (1.47781, 0.71989, -5.08844)
C (0.74251, 0.67128, -3.78153)
O (0.64524, -0.66474, -3.25218)
H (1.56183, 1.80470, -5.50423)
H (1.16144, -0.04979, -5.86227)
H (2.49697, 0.52164, -4.86126)
H (-0.21591, 1.00331, -3.99976)
H (1.11852, 1.27179, -2.77385)
H (0.25578, -0.73654, -2.35450)
C (3.48536, -2.45034, 3.24809)
C (2.44284, -1.46087, 2.68467)
O (2.97223, -0.69459, 1.57232)
H (2.94850, -3.06912, 3.81404)
H (4.28750, -1.97546, 3.58366)
H (3.96201, -3.11021, 2.44310)
H (1.98354, -0.63597, 3.26836)
H (1.51215, -2.06514, 2.48689)
H (2.31551, -0.24006, 1.13811)

---

Entry from the OMol25 dataset: 8 unconnected molecules or ions with the total composition C16H48O11 at a distorted geometry (ωB97M-V/def2-TZVPD).

Computed properties:
Net charge ... +1
Maximum force ... 3.03 eV Å⁻¹
DFT total energy ... -39877.4358 eV
E_HOMO (spin up / spin down) ... -12.39 / -12.39 eV
Spin multiplicity ... 2

Element x y z (Å)
C (2.03495, 4.48970, 0.51514)
C (1.03383, 4.20084, -0.58736)
O (1.34552, 4.80411, -1.87800)
O (3.32755, 4.06080, 0.17826)
H (1.77067, 3.91290, 1.40146)
H (1.86543, 5.53848, 0.75890)
H (0.04806, 4.48093, -0.21600)
H (0.95770, 3.13046, -0.77866)
H (0.50327, 4.99161, -2.29879)
H (3.36924, 4.27714, -0.75612)
C (-1.17684, -0.19288, -0.27530)
C (-0.08389, -1.17434, 0.32445)
O (-0.61352, -2.27925, 0.97720)
O (-1.84005, -0.88189, -1.29747)
H (-0.65852, 0.72966, -0.53676)
H (-1.88284, 0.09023, 0.50542)
H (0.58437, -0.77918, 1.08955)
H (0.49062, -1.62604, -0.48425)
H (-0.71645, -2.09055, 1.91283)
H (-1.85677, -1.80370, -1.02990)
C (-1.55006, -2.71697, 5.05390)
C (-0.34098, -2.00511, 4.48409)
O (-0.64175, -0.81452, 3.72890)
O (-1.98786, -1.83423, 6.14267)
H (-1.18012, -3.55135, 5.64976)
H (-2.29375, -2.95811, 4.29438)
H (0.34433, -2.67689, 3.96723)
H (0.09068, -1.59423, 5.39675)
H (0.11000, -0.23593, 3.58156)
H (-2.32574, -1.03379, 5.73435)
C (0.28944, -5.78193, -1.52587)
C (-1.11653, -5.20244, -1.22148)
O (-1.22355, -3.79082, -1.34425)
H (0.61708, -5.65994, -2.55828)
H (0.29308, -6.84513, -1.28567)
H (1.10991, -5.60826, -0.82962)
H (-1.27413, -5.29802, -0.14718)
H (-1.99606, -5.69268, -1.63881)
H (-0.98835, -3.34171, -0.52903)
C (-4.20646, 2.77925, 0.21340)
C (-3.70616, 3.39077, 1.57297)
O (-4.03512, 4.76351, 1.61661)
H (-3.84981, 1.76510, 0.03337)
H (-3.95320, 3.49586, -0.56790)
H (-5.29040, 2.71698, 0.11690)
H (-2.62451, 3.26563, 1.52324)
H (-3.85313, 2.77068, 2.45727)
H (-3.40994, 5.25116, 2.15784)
C (3.83127, -3.48226, 0.77516)
C (3.04413, -2.72978, 1.85966)
O (2.03305, -3.57682, 2.27419)
H (4.68390, -2.89470, 0.43473)
H (3.16201, -3.72979, -0.04880)
H (4.22174, -4.46757, 1.02970)
H (2.39968, -1.91026, 1.54160)
H (3.57521, -2.46112, 2.77283)
H (2.19421, -3.69732, 3.21286)
C (2.48887, 0.26969, -2.54368)
C (3.32074, 1.57688, -2.49200)
O (3.62848, 1.94624, -3.82728)
H (2.81622, -0.20656, -1.61949)
H (2.70517, -0.34500, -3.41745)
H (1.44048, 0.52655, -2.39203)
H (4.20502, 1.37289, -1.88822)
H (2.71465, 2.29074, -1.93418)
H (3.85476, 2.86662, -3.67464)
C (-1.70303, 3.10624, -4.40757)
C (-1.72256, 2.17496, -3.22994)
O (-2.12166, 0.81893, -3.52483)
H (-0.90586, 3.84958, -4.41556)
H (-2.69403, 3.53457, -4.55779)
H (-1.57685, 2.58673, -5.35745)
H (-2.46576, 2.62946, -2.57482)
H (-0.68521, 2.15997, -2.89559)
H (-1.95391, 0.35520, -2.70117)

---

Q: Look up the net charge of the first one.
A: -2

---

Q: The lowest net charge belongs to which entry?
A: C16H48CrKO26P2V

---

Q: Which of these has the lowest net charge?
A: C16H48CrKO26P2V

---

Q: net charge of number 2 (C16H48NO11)?
A: -1